(A)
{
  "formula": "C5H15N2O",
  "method": "ωB97M-V/def2-TZVPD",
  "e_lumo_ev": -3.57,
  "homo_ev": -14.2,
  "total_charge": 1,
  "homo_lumo_gap_ev": 10.6695,
  "symbols": ["C", "C", "C", "C", "N", "C", "N", "H", "H", "H", "H", "H", "H", "H", "H", "H", "H", "H", "H", "H", "H", "H", "O"],
  "xyz": [[2.71107, -1.42704, 0.00956], [1.77053, -0.58652, 0.89536], [0.27955, -0.45600, 0.36404], [0.18668, 0.29857, -0.96446], [-0.03904, 1.74056, -0.94074], [-1.12835, 2.33493, -0.39719], [-2.12929, 1.59015, 0.17072], [3.86906, -1.18352, 0.18117], [2.58603, -2.50192, 0.16225], [2.63542, -1.00425, -0.93494], [1.66728, -1.13552, 1.92909], [2.39633, 0.34016, 1.15672], [-0.15211, 0.17489, 1.11285], [-0.25745, -1.42558, 0.23003], [1.18825, 0.23712, -1.65046], [-0.59393, -0.21854, -1.54233], [0.80871, 2.30253, -1.29904], [-1.17593, 3.41721, -0.47385], [-2.12187, 0.61194, 0.14279], [-2.97077, 1.93243, 0.54414], [-3.57594, -1.44439, 1.05632], [-3.00300, -2.19062, -0.08322], [-2.95123, -1.40657, 0.33117]]
}

(B)
{
  "formula": "C5H15N2O",
  "method": "ωB97M-V/def2-TZVPD",
  "e_lumo_ev": -7.45,
  "homo_ev": -12.8,
  "total_charge": 1,
  "homo_lumo_gap_ev": 5.3765,
  "symbols": ["C", "C", "C", "C", "N", "C", "N", "H", "H", "H", "H", "H", "H", "H", "H", "H", "H", "H", "H", "H", "H", "H", "O"],
  "xyz": [[1.60962, -0.22271, -0.99820], [1.35795, 1.27420, -0.53294], [0.33018, 1.13848, 0.50853], [0.72162, 0.46513, 1.73350], [-0.19014, -0.06304, 2.49049], [-1.02649, 1.76457, 0.40746], [0.35988, -0.70809, -1.49131], [-2.13574, -3.41126, -2.45329], [2.06490, -0.81896, -0.19849], [2.22602, 1.80691, -0.12441], [0.95688, 1.78674, -1.40949], [1.79313, 0.30331, 1.91202], [0.09656, -0.40606, 3.40050], [-0.78133, -0.77329, 1.69308], [-1.16118, 2.12820, -0.60603], [-1.87679, 1.11437, 0.59789], [-1.04712, 2.55053, 1.16100], [-2.27348, -2.72709, -1.99010], [0.38060, -0.79369, -2.50273], [2.24105, -0.13803, -1.88244], [-2.07860, -1.61643, 0.67418], [-0.44344, -1.17411, -1.03225], [-1.12408, -1.47968, 0.64303]]
}

(C)
{
  "formula": "C5H15N2O",
  "method": "ωB97M-V/def2-TZVPD",
  "e_lumo_ev": -9.23,
  "homo_ev": -14.2,
  "total_charge": 1,
  "homo_lumo_gap_ev": 5.0138,
  "symbols": ["C", "N", "C", "C", "C", "O", "C", "N", "H", "H", "H", "H", "H", "H", "H", "H", "H", "H", "H", "H", "H", "H", "H"],
  "xyz": [[0.43008, -0.72277, -2.24290], [0.84576, -0.89117, -0.87840], [0.17719, -1.82084, 0.08194], [-0.21829, -1.11154, 1.34750], [0.98863, -1.09619, 2.26713], [-0.56932, 0.16223, 0.96223], [-0.91824, -0.03794, -2.27507], [-0.86111, 1.20918, -1.47478], [0.38751, -1.64546, -2.84458], [1.23298, 0.02609, -2.70544], [0.77662, -0.02040, -0.27716], [-0.72876, -2.16683, -0.38498], [0.71094, -2.72241, 0.18263], [-1.04687, -1.72850, 1.83140], [0.60575, -0.72343, 3.31544], [1.46970, -2.04928, 2.42793], [1.73282, -0.40730, 1.89640], [-0.13887, 6.94385, 3.19807], [-1.65780, -0.76692, -1.74852], [-1.23844, 0.16037, -3.28247], [0.57493, 6.75847, 2.96918], [-1.02393, 0.83184, -0.44231], [-1.53128, 1.81894, -1.92323]]
}

(D)
{
  "formula": "C5H15N2O",
  "method": "ωB97M-V/def2-TZVPD",
  "e_lumo_ev": -3.69,
  "homo_ev": -13.2,
  "total_charge": 1,
  "homo_lumo_gap_ev": 9.5218,
  "symbols": ["C", "C", "C", "C", "C", "N", "N", "O", "H", "H", "H", "H", "H", "H", "H", "H", "H", "H", "H", "H", "H", "H", "H"],
  "xyz": [[1.56109, -1.73223, -0.25645], [-2.38888, 0.02720, -0.49816], [1.12588, 2.03498, -0.57068], [0.12785, -1.19715, -0.47777], [-0.15047, 0.13391, 0.20225], [-1.33126, 0.78056, 0.15489], [1.11295, 0.92961, 0.43623], [-0.10064, -0.40202, 2.20957], [1.46442, -1.90515, 0.84229], [2.30833, -1.13472, -0.63397], [1.57032, -2.53691, -0.91309], [-2.10309, -0.54573, -1.26144], [-3.04716, -0.63711, 0.29369], [-3.20224, 0.76470, -0.88659], [2.01172, 2.51436, -0.46035], [1.07362, 1.63554, -1.52282], [0.25461, 2.74780, -0.27745], [-0.09535, -1.17413, -1.50224], [-0.61420, -1.98108, -0.00281], [-1.75232, 1.28413, 0.90314], [1.11918, 1.15152, 1.40820], [1.85225, 0.31937, 0.25020], [-0.79663, -1.07744, 2.56336]]
}

Relative energies with respect to the most stable structure, expressed in hartree: (A) 0.0000; (B) 0.1707; (C) 0.2735; (D) 0.1115.

(A)
{
  "formula": "C5H15N2O",
  "method": "ωB97M-V/def2-TZVPD",
  "e_lumo_ev": -3.12,
  "homo_ev": -12.9,
  "total_charge": 1,
  "homo_lumo_gap_ev": 9.7622,
  "symbols": ["C", "C", "C", "C", "C", "N", "N", "H", "H", "H", "H", "H", "H", "H", "H", "H", "H", "H", "H", "H", "H", "H", "O"],
  "xyz": [[1.57611, 2.08626, -1.39697], [0.46490, 1.37217, -0.64801], [0.96257, 0.77718, 0.73529], [0.07797, -0.30282, 1.11052], [0.39341, -1.60598, 0.97409], [-0.62750, -2.60182, 1.38640], [-0.11904, 0.35205, -1.53008], [1.03037, 2.91102, -1.91230], [2.19797, 2.47038, -0.65806], [2.13125, 1.40374, -2.16087], [-0.37166, 2.20116, -0.47677], [2.04040, 0.61466, 0.98739], [0.77283, 1.68575, 1.46641], [-0.93176, -0.04696, 1.47631], [0.95790, -2.06785, 0.25406], [-0.23807, -3.38346, 1.86077], [-1.24064, -2.14424, 2.12852], [-1.25329, -2.66555, 0.63969], [0.47099, -0.41284, -1.52065], [-0.36514, 0.67224, -2.38116], [-3.40641, -0.74564, -0.15714], [-1.99922, 0.02432, -0.40655], [-2.52395, -0.59378, 0.22912]]
}

(B)
{
  "formula": "C5H15N2O",
  "method": "ωB97M-V/def2-TZVPD",
  "e_lumo_ev": -3.11,
  "homo_ev": -12.5,
  "total_charge": 1,
  "homo_lumo_gap_ev": 9.4167,
  "symbols": ["C", "C", "C", "C", "C", "N", "N", "H", "H", "H", "H", "H", "H", "H", "H", "H", "H", "H", "H", "H", "H", "H", "O"],
  "xyz": [[3.37275, -0.73596, -0.16684], [1.88092, -0.31752, 0.11182], [1.26373, 0.41069, -1.06186], [-0.24192, 0.46778, -0.87935], [-1.19762, -0.32633, -1.37024], [-2.45642, -0.52665, -0.89344], [-0.61283, 1.35670, 0.29723], [3.78186, -0.01074, -0.88122], [3.42078, -1.71597, -0.63495], [3.97138, -0.58739, 0.72401], [1.36372, -1.27444, 0.18390], [1.75505, 0.17997, 1.06728], [1.47264, -0.09116, -2.01085], [1.66332, 1.41682, -1.27773], [-0.95696, -0.73566, -2.35349], [-3.00067, -1.20067, -1.41054], [-2.58883, -0.56547, 0.10405], [-0.83182, 0.73405, 1.08340], [0.17703, 1.93097, 0.59360], [-1.37905, 1.98687, 0.05839], [-1.33189, 0.03067, 3.60186], [-2.43817, -0.89965, 2.90398], [-1.73786, -0.25378, 2.78110]]
}

Relative energies with respect to the most stable structure, expressed in hartree: (A) 0.0672; (B) 0.0000.

(A)
{
  "formula": "C5H15N2O",
  "method": "ωB97M-V/def2-TZVPD",
  "e_lumo_ev": [-3.03, -3.03],
  "homo_ev": [-11.6, -11.6],
  "total_charge": 1,
  "homo_lumo_gap_ev": [8.5906, 8.5911],
  "symbols": ["C", "C", "C", "C", "C", "N", "N", "O", "H", "H", "H", "H", "H", "H", "H", "H", "H", "H", "H", "H", "H", "H", "H"],
  "xyz": [[1.60460, 1.17985, -2.04842], [-1.90046, -1.02659, -0.12352], [-0.79798, -1.09719, 2.20862], [0.46014, 0.26878, -1.80431], [0.07423, 0.39877, 0.51832], [1.31453, 0.69548, 0.90666], [-0.62654, -0.90935, 0.73341], [-0.79626, 1.47006, 0.60148], [1.68191, 2.18698, -1.57291], [2.41279, 0.53155, -1.50823], [1.91316, 1.09888, -3.06213], [-2.55109, -1.83065, 0.33571], [-2.28793, -0.01796, -0.03763], [-1.52902, -1.26630, -1.16237], [-1.52138, -0.40571, 2.74999], [-1.23813, -2.09018, 2.50173], [0.18942, -0.86636, 2.60866], [0.82494, -0.76653, -1.93503], [-0.58974, 0.51313, -2.04109], [1.82549, 1.38134, 0.31472], [2.04587, 0.14411, 1.31448], [-0.19403, -1.67433, 0.37270], [-0.31454, 2.08224, 0.12917]]
}

(B)
{
  "formula": "C5H15N2O",
  "method": "ωB97M-V/def2-TZVPD",
  "e_lumo_ev": -3.34,
  "homo_ev": -14.7,
  "total_charge": 1,
  "homo_lumo_gap_ev": 11.3455,
  "symbols": ["C", "C", "C", "C", "N", "C", "N", "H", "H", "H", "H", "H", "H", "H", "H", "H", "H", "H", "H", "H", "H", "H", "O"],
  "xyz": [[1.40953, -0.47711, 3.56445], [0.32945, -0.53939, 2.48295], [0.53622, 0.65100, 1.50216], [-0.48886, 0.64114, 0.34030], [-0.79010, -0.66470, -0.23044], [-0.90237, -0.94189, -1.50415], [-0.48652, -0.15844, -2.47241], [1.37340, 0.51724, 4.01212], [1.47593, -1.23537, 4.33633], [2.34488, -0.50497, 2.99621], [0.40549, -1.46660, 1.90924], [-0.70143, -0.41841, 2.83569], [1.54846, 0.57266, 1.10455], [0.36248, 1.56584, 2.06229], [-1.43206, 0.98595, 0.77275], [-0.11530, 1.35895, -0.38181], [-0.97021, -1.40782, 0.42994], [-1.49445, -1.80503, -1.78988], [0.28363, 0.49007, -2.44921], [-0.87936, -0.27203, -3.40501], [-1.05778, 1.06760, -6.00841], [0.02393, 1.27585, -4.96997], [-0.77496, 0.76546, -5.13772]]
}

Relative energies with respect to the most stable structure, expressed in hartree: (A) 0.1812; (B) 0.0000.

(A)
{
  "formula": "C5H15N2O",
  "method": "ωB97M-V/def2-TZVPD",
  "e_lumo_ev": -3.83,
  "homo_ev": -11.2,
  "total_charge": 1,
  "homo_lumo_gap_ev": 7.3941,
  "symbols": ["C", "C", "C", "C", "N", "C", "N", "H", "H", "H", "H", "H", "H", "H", "H", "H", "H", "H", "H", "H", "H", "H", "O"],
  "xyz": [[1.55957, -0.52431, -1.60319], [1.57917, 0.69756, -0.62924], [0.37438, 0.61241, 0.21404], [-0.81307, 1.00034, -0.13467], [-2.07020, 0.92847, 0.48197], [0.61808, 0.13398, 1.56071], [2.04519, -0.25959, -3.10779], [0.54380, -0.83606, -1.63850], [2.17099, -1.30666, -1.27687], [1.48790, 1.65864, -1.10045], [2.51998, 0.83402, 0.01362], [-0.83143, 1.32376, -1.20382], [-2.86010, 1.55143, 0.11149], [-2.02465, 0.85730, 1.53084], [-0.30063, -0.53203, 1.75220], [0.69462, 0.73669, 2.33340], [1.58799, -0.51327, 1.42779], [2.96771, -0.68527, -3.30782], [2.21963, 0.76450, -3.20592], [1.33019, -0.46999, -3.97264], [-4.86125, -2.37797, 3.45594], [-3.97196, -1.53408, 4.57597], [-3.96594, -2.05990, 3.72294]]
}

(B)
{
  "formula": "C5H15N2O",
  "method": "ωB97M-V/def2-TZVPD",
  "e_lumo_ev": -2.82,
  "homo_ev": -11.8,
  "total_charge": 1,
  "homo_lumo_gap_ev": 9.0140,
  "symbols": ["C", "C", "C", "C", "C", "N", "N", "O", "H", "H", "H", "H", "H", "H", "H", "H", "H", "H", "H", "H", "H", "H", "H"],
  "xyz": [[1.30367, -1.71639, -0.77604], [-2.50663, -1.04829, -0.60616], [0.94554, 2.54440, 1.40664], [0.33992, 1.07124, -0.47796], [-0.00598, -1.06983, -0.29398], [-1.14357, -1.34824, -1.04932], [1.11715, 1.26982, 0.77750], [-0.21426, -1.04618, 1.02243], [1.48148, -2.69170, -0.17915], [1.24594, -1.98377, -1.85625], [2.14300, -1.01641, -0.61895], [-2.61589, -1.53030, 0.47981], [-2.64374, 0.02686, -0.76246], [-3.23221, -1.49314, -1.32704], [0.60422, 3.33762, 0.70043], [0.19340, 2.55399, 2.17737], [1.91086, 2.98841, 1.80818], [-0.67391, 1.34114, -0.36594], [1.00180, 1.27634, -1.33224], [-1.02156, -1.40226, -2.00239], [2.07050, 0.85879, 0.77739], [0.84166, 0.52102, 1.41523], [-1.14137, -1.44311, 1.08287]]
}

Relative energies with respect to the most stable structure, expressed in hartree: (A) 0.0000; (B) 0.0204.